1.
16
Properties=species:S:1:pos:R:3:forces:R:3 method="wB97M-V/def2-TZVPD" relative_energy_kj_mol=536.5 homo_lumo_gap_ev="7.392 / 9.264"
C 0.64862 1.11599 0.99123 -0.084 -0.299 1.524
C -0.30595 1.55816 -2.16337 0.003 2.106 -1.926
C 0.21519 0.45575 -1.44057 0.735 -1.968 2.934
C -0.05406 -1.11262 0.48297 4.699 1.943 3.348
C 0.06991 -1.00867 2.04249 0.695 -3.132 0.815
C -0.22898 0.38595 0.07672 -1.991 -1.207 -1.078
P 1.19523 0.47252 2.44705 -0.586 0.032 -1.248
H -0.83010 1.44782 -3.09789 -0.364 -0.555 -0.045
H 0.03895 2.60279 -2.12525 0.128 -0.654 0.770
H -0.14712 -0.56004 -1.68192 0.332 0.732 -1.211
H 1.30936 0.37613 -1.18087 -0.556 0.284 -1.376
H 0.91894 -1.66399 0.20968 -1.162 1.388 -0.375
H -0.80470 -1.71093 0.22944 -3.433 -2.304 -1.271
H -0.86841 -0.79446 2.48642 -1.213 0.653 0.305
H 0.25780 -2.08497 2.58596 0.328 2.559 -1.374
H -1.41469 0.52058 0.13790 2.469 0.422 0.208

2.
13
Properties=species:S:1:pos:R:3:forces:R:3 method="wB97M-V/def2-TZVPD" relative_energy_kj_mol=82.5 homo_lumo_gap_ev="7.484 / 7.482"
C 0.19418 -0.03662 0.83903 -3.147 1.164 1.134
C -0.43153 -0.21189 -1.34135 1.238 2.602 -2.491
C 1.20215 -0.40382 -2.87626 -1.768 -0.137 0.845
N 0.02373 -1.37878 0.47445 0.919 -0.887 -1.401
N -0.23789 -1.42684 -0.74593 -1.419 -3.214 -0.260
N -0.19439 0.67528 -0.35048 0.911 2.301 0.364
Cl 2.49748 0.33924 -2.05495 0.772 1.043 0.464
Cl 1.63991 -2.03583 -3.22883 -0.123 -0.978 -0.006
Cl 0.72987 0.35553 -4.40955 -0.082 0.384 0.484
Cl -0.53398 2.38682 -0.26780 0.261 -1.825 -0.371
H -0.61704 0.15534 1.57506 0.634 0.139 0.208
H 1.12962 0.11254 1.28900 1.505 0.571 0.299
H -1.11896 0.13176 -2.14701 0.298 -1.163 0.732

3.
29
Properties=species:S:1:pos:R:3:forces:R:3 method="wB97M-V/def2-TZVPD" total_charge=-1 homo_lumo_gap_ev=6.816
C 2.00775 -0.60315 0.89481 -0.003 0.070 -0.010
C 0.82395 -0.04205 0.64307 0.447 -0.240 0.220
N 0.72499 1.11185 -0.18033 -0.261 -0.432 -1.008
N 0.41237 2.26968 0.62884 0.989 -0.381 0.219
C 1.31988 2.95011 1.05064 -0.793 0.201 -0.518
S 2.38886 4.00022 1.50638 0.142 -0.017 0.328
C -0.08354 1.00508 -1.41407 -0.363 -0.081 0.298
C -1.33797 0.11685 -1.35825 -0.094 0.246 0.042
C -2.56558 0.57058 -0.58255 -0.202 -0.053 -0.276
C -2.47203 1.15038 0.79787 -0.294 0.212 -0.053
N -3.73811 0.43968 -1.06599 -0.005 -0.244 0.155
C -0.40669 2.42574 -1.97162 0.399 0.499 -0.325
O -1.47004 2.94286 -1.58316 -0.160 -0.223 0.111
O 0.46138 2.88265 -2.74423 -0.092 -0.121 0.100
H 2.16538 -1.18409 1.79501 -0.293 -0.584 -0.542
H 2.84407 -0.53348 0.20718 0.210 0.930 0.384
H -0.07188 -0.53012 1.03162 -0.070 0.626 0.590
H 0.59884 0.55316 -2.13467 0.027 -0.077 0.042
H -1.07781 -0.90370 -1.04831 0.033 0.044 0.170
H -1.66931 0.02623 -2.39581 0.073 -0.042 -0.038
H -2.27529 2.21730 0.68511 0.273 -0.052 0.015
H -1.70524 0.70086 1.42248 0.073 0.036 -0.008
H -3.44841 1.05076 1.27116 0.022 -0.112 0.035
H -3.68908 0.05284 -2.00857 0.028 0.115 -0.050
C 2.49686 -4.66568 1.35400 0.017 -0.063 0.016
Cl 1.50980 -3.58613 2.34421 -0.086 -0.325 0.127
Cl 2.89382 -3.97100 -0.22134 0.005 -0.006 0.004
H 3.42067 -4.86521 1.88349 0.011 0.050 -0.004
H 1.94233 -5.58223 1.19305 -0.036 0.028 -0.025

4.
24
Properties=species:S:1:pos:R:3:forces:R:3 method="wB97M-V/def2-TZVPD" relative_energy_kj_mol=171.8 smiles="O=c1cc[nH]c(=O)[nH]1.CNC(C)=O" homo_lumo_gap_ev=9.850
O -2.55567 0.10355 1.85800 3.723 -1.245 3.239
C -1.60412 -0.13065 2.67668 -1.600 1.850 -1.669
C -1.03791 -1.33823 3.24107 -0.237 -1.910 -1.884
C 0.08855 -1.19594 3.94868 4.207 -1.496 1.001
N 0.64792 0.00936 4.36576 -3.201 -1.210 -2.809
C 0.14958 1.23866 4.00641 -0.392 -3.700 0.290
O 0.51454 2.25387 4.48348 0.787 2.390 0.478
N -0.77994 0.98360 3.10876 -3.045 -1.015 -2.007
H -1.23273 -2.34622 2.73225 -0.025 1.690 1.156
H 0.91724 -2.07666 4.07535 -2.714 1.921 0.051
H 1.26173 0.23246 5.01691 4.062 -0.655 4.003
H -1.05211 1.76077 2.65420 -1.563 3.385 -1.881
C 2.03710 -0.77104 -4.09543 -0.340 -2.548 -0.206
N 0.66147 -0.41746 -3.87073 0.835 2.303 2.010
C 0.27784 0.56631 -2.94635 -1.577 -1.206 -1.063
C -1.24518 0.87849 -3.12019 -1.251 0.544 1.405
O 0.97105 0.99610 -2.05528 0.171 0.198 -0.462
H 2.60135 -0.58307 -3.17053 -0.006 0.183 -0.599
H 2.01338 -1.92570 -4.25624 0.529 1.922 0.125
H 2.42706 -0.28471 -5.00869 0.168 -0.171 0.649
H -0.04621 -0.82194 -4.40392 -0.955 -0.473 -0.992
H -1.69907 0.42415 -4.06793 0.624 0.773 1.437
H -1.55103 1.99425 -2.99642 1.026 -1.811 -0.634
H -1.76487 0.45004 -2.17586 0.776 0.281 -1.639

What did the fourth record say?
24
Properties=species:S:1:pos:R:3:forces:R:3 method="wB97M-V/def2-TZVPD" relative_energy_kj_mol=171.8 smiles="O=c1cc[nH]c(=O)[nH]1.CNC(C)=O" homo_lumo_gap_ev=9.850
O -2.55567 0.10355 1.85800 3.723 -1.245 3.239
C -1.60412 -0.13065 2.67668 -1.600 1.850 -1.669
C -1.03791 -1.33823 3.24107 -0.237 -1.910 -1.884
C 0.08855 -1.19594 3.94868 4.207 -1.496 1.001
N 0.64792 0.00936 4.36576 -3.201 -1.210 -2.809
C 0.14958 1.23866 4.00641 -0.392 -3.700 0.290
O 0.51454 2.25387 4.48348 0.787 2.390 0.478
N -0.77994 0.98360 3.10876 -3.045 -1.015 -2.007
H -1.23273 -2.34622 2.73225 -0.025 1.690 1.156
H 0.91724 -2.07666 4.07535 -2.714 1.921 0.051
H 1.26173 0.23246 5.01691 4.062 -0.655 4.003
H -1.05211 1.76077 2.65420 -1.563 3.385 -1.881
C 2.03710 -0.77104 -4.09543 -0.340 -2.548 -0.206
N 0.66147 -0.41746 -3.87073 0.835 2.303 2.010
C 0.27784 0.56631 -2.94635 -1.577 -1.206 -1.063
C -1.24518 0.87849 -3.12019 -1.251 0.544 1.405
O 0.97105 0.99610 -2.05528 0.171 0.198 -0.462
H 2.60135 -0.58307 -3.17053 -0.006 0.183 -0.599
H 2.01338 -1.92570 -4.25624 0.529 1.922 0.125
H 2.42706 -0.28471 -5.00869 0.168 -0.171 0.649
H -0.04621 -0.82194 -4.40392 -0.955 -0.473 -0.992
H -1.69907 0.42415 -4.06793 0.624 0.773 1.437
H -1.55103 1.99425 -2.99642 1.026 -1.811 -0.634
H -1.76487 0.45004 -2.17586 0.776 0.281 -1.639